1.
ORCA calculation (ωB97M-V/def2-TZVPD) on C23H27ClNOPb as an isolated structure.

Results
**Net charge**: -1
**HOMO energy**: -0.06427 hartree
**Orbital gap**: 4.3 eV

Each line ends with the Mulliken charge.
Cartesian coordinates (Å):
C1 2.39424 -0.17620 3.09244  -0.4992
C2 1.12267 0.48899 3.10875  -0.5809
C3 0.12858 -0.41278 2.62462  -0.6403
H1 0.94132 1.50890 3.43219  0.3977
C4 0.77135 -1.67191 2.32193  -0.6057
C5 2.18633 -1.52289 2.62877  -0.9040
H2 0.28749 -2.55211 1.88244  0.6460
C6 3.60457 1.37053 0.19969  -0.8677
C7 2.69372 2.16890 0.96999  -0.6782
C8 1.52724 2.40598 0.21236  -0.0869
H3 2.86849 2.55425 1.96543  0.5065
C9 1.67128 1.73235 -1.05519  -0.5208
C10 2.98441 1.08798 -1.06136  -1.0689
H4 -0.93985 -0.21863 2.53813  0.4187
H5 2.96620 -2.25659 2.42755  0.6177
H6 3.35649 0.25113 3.36696  0.4141
H7 3.34807 0.46443 -1.89499  0.6641
H8 0.60894 2.93903 0.49808  0.3228
H9 4.56889 0.97489 0.51570  0.4578
Pb1 1.70365 -0.27839 0.51573  0.7778
C11 0.68201 1.66241 -2.20192  3.1267
C12 1.37747 2.24182 -3.43972  -1.9686
C13 -0.60294 2.45915 -1.89312  -2.2965
H10 1.86018 3.19218 -3.16332  0.4276
H11 0.65036 2.43767 -4.24828  0.4830
H12 2.15144 1.55334 -3.81793  0.3289
H13 -0.35202 3.53168 -1.87457  0.5126
H14 -1.03895 2.17117 -0.92302  0.2848
H15 -1.35855 2.28871 -2.68476  0.3671
C14 0.27563 0.18097 -2.52884  -1.1246
C15 -0.64125 -0.47467 -1.49995  0.5196
H16 1.19289 -0.43549 -2.68428  -0.2464
H17 -0.27360 0.14539 -3.50256  0.4442
O1 -0.43622 -0.46260 -0.26186  -0.1829
N1 -1.71097 -1.17121 -1.91639  -0.0499
C16 -2.31698 -2.16542 -0.98039  -1.2487
H18 -2.21655 -0.81677 -2.69382  0.3415
C17 -3.03905 -1.58094 0.22143  0.9728
C18 -3.06197 -2.26096 1.45623  -0.3039
H19 -2.50760 -3.20708 1.53621  0.2663
C19 -3.75969 -1.72241 2.54216  -0.5640
H20 -3.76278 -2.25236 3.49702  0.3505
C20 -4.45929 -0.51124 2.39439  -0.4175
H21 -5.01436 -0.09381 3.24129  0.3479
C21 -4.45801 0.15214 1.15982  -0.6201
H22 -4.99975 1.09344 1.02111  0.3608
C22 -3.75848 -0.38875 0.06869  -0.2072
H23 -3.75524 0.11014 -0.91094  0.2752
H24 -1.56040 -2.89187 -0.64753  0.3156
H25 -3.04379 -2.67820 -1.62713  0.3827
Cl1 2.77773 -2.15739 -2.00723  -0.2433
C23 2.67820 -2.04906 -0.25914  -1.1869
H26 3.68397 -1.92159 0.19934  0.4718
H27 2.00448 -2.83627 0.13980  0.3107

Cartesian forces (eV/Å) of the 3 atoms listed first:
-1.23 -0.95 0.51
-0.11 -1.36 0.74
0.83 -0.77 1.49

2.
ORCA calculation (ωB97M-V/def2-TZVPD) on C23H27CrN2O6 as an isolated structure.

Results
**Energy relative to the best compared isomer or geometry (same formula, charge and spin)**: 0.0 kJ/mol
**HOMO energy (alpha / beta)**: -0.28922 / -0.29670 hartree
**Orbital gap (alpha / beta)**: 8.0 / 8.1 eV
**2S+1**: 4
**Expectation value of S²**: 3.77

Each line ends with the Löwdin spin population.
Cartesian coordinates (Å):
Cr1 0.53416 -0.60241 0.64024  2.8335
O1 0.12429 1.17315 1.29171  0.0317
C1 0.73108 1.87339 2.20131  0.0058
C2 0.15510 3.09677 2.61466  0.0014
C3 0.75132 3.88559 3.56688  0.0036
C4 1.95801 3.51007 4.17179  0.0040
C5 2.53736 2.32734 3.79222  0.0026
C6 1.95757 1.49518 2.81576  0.0049
C7 2.64785 0.27592 2.50565  0.0159
N1 2.29895 -0.60095 1.63918  -0.0166
C8 3.08951 -1.82802 1.48911  0.0004
C9 2.13281 -2.95551 1.08898  -0.0003
N2 1.32552 -2.38067 0.02212  -0.0119
C10 1.39062 -2.80491 -1.18001  0.0135
C11 0.93806 -2.04380 -2.31590  0.0061
C12 0.76856 -2.69597 -3.54790  0.0015
C13 0.48768 -2.00199 -4.69783  0.0054
C14 0.43060 -0.60444 -4.63500  0.0024
C15 0.62485 0.06403 -3.45075  0.0027
C16 0.85226 -0.62412 -2.23568  0.0053
O2 1.02012 0.06141 -1.13758  0.0377
H1 -0.78289 3.38424 2.15647  0.0001
H2 0.27466 4.81370 3.85885  0.0001
H3 2.41622 4.13719 4.92361  0.0002
H4 3.46886 2.00986 4.24857  -0.0001
H5 3.55612 0.09098 3.08439  -0.0004
H6 3.62862 -2.06632 2.40812  -0.0005
H7 3.81444 -1.68138 0.68309  -0.0001
H8 1.48444 -3.20879 1.92663  -0.0003
H9 2.68494 -3.83797 0.75589  -0.0004
H10 1.88329 -3.76096 -1.37791  -0.0001
H11 0.86365 -3.77637 -3.57531  -0.0001
H12 0.34026 -2.51842 -5.63591  0.0003
H13 0.24309 -0.03647 -5.53875  0.0000
H14 0.61430 1.14524 -3.41560  0.0002
C17 -3.09538 -2.50816 0.37486  -0.0005
C18 -2.30548 -1.35268 0.95500  0.0015
C19 -3.19169 -0.18773 1.36663  0.0004
O3 -1.34997 -0.90300 -0.04553  0.0147
C20 -1.49677 -1.81259 2.18561  0.0051
O4 -2.07479 -2.41516 3.06616  0.0071
O5 -0.23841 -1.49224 2.18731  0.0207
H15 -3.68707 -2.16474 -0.47591  0.0000
H16 -3.75517 -2.91493 1.13868  -0.0001
H17 -2.42149 -3.29725 0.03868  0.0000
H18 -3.79057 0.15046 0.51866  0.0001
H19 -2.57963 0.64219 1.72336  0.0000
H20 -3.85417 -0.51309 2.16697  0.0001
H21 -1.73600 -0.18484 -0.59680  0.0018
C21 -2.19086 2.49274 -3.50263  0.0001
C22 -1.79099 2.04849 -2.11937  0.0001
C23 -0.79323 2.88420 -1.37466  0.0002
O6 -2.31392 1.06864 -1.62317  0.0004
H22 -1.39845 3.05428 -3.99458  0.0000
H23 -3.05940 3.15049 -3.41102  0.0000
H24 -2.47817 1.62764 -4.09592  0.0000
H25 -1.20676 3.88837 -1.24055  0.0000
H26 0.11641 2.99354 -1.96685  0.0000
H27 -0.55438 2.43081 -0.41599  0.0000

Cartesian forces (eV/Å) of the 3 atoms listed first:
-0.10 0.06 -0.03
0.02 -0.05 0.01
0.08 -0.01 0.04